A:
2 unconnected molecules or ions with the total composition C4H6N2, computed with wB97M-V/def2-TZVPD.

Positions of all 12 atoms, in Å:
1 N -1.929 1.523 0.782
2 N 1.326 1.193 0.218
3 C -1.485 0.437 0.355
4 C -0.513 -0.315 -0.152
5 C 2.378 0.778 0.536
6 C 0.133 -1.701 -0.349
7 H 0.214 0.252 0.098
8 H -0.457 -2.605 -0.255
9 H 1.010 -1.702 0.247
10 H -1.761 2.301 0.108
11 H 0.486 -1.837 -1.425
12 H 0.600 1.676 -0.163

The value obtained for the orbital gap is 9.3 eV. For the highest occupied orbital energy, the calculation gives -0.329 Eh.

B:
A single C4H6N2 molecule, computed with wB97M-V/def2-TZVPD.

Positions of all 12 atoms, in Å:
1 N -0.145 0.697 1.454
2 N -0.518 -0.510 0.697
3 C 0.829 0.015 0.911
4 C -1.095 0.894 -1.243
5 C 2.031 -0.340 0.504
6 C -1.279 -0.173 -0.483
7 H -0.845 -1.304 1.251
8 H 2.174 -1.206 -0.115
9 H -1.640 1.026 -2.157
10 H 2.898 0.177 0.865
11 H -0.471 1.704 -0.916
12 H -1.940 -0.979 -0.767

The value obtained for the orbital gap is 8.5 eV. For the highest occupied orbital energy, the calculation gives -0.282 Eh.

C:
A molecular structure, C4H6N2, computed with wB97M-V/def2-TZVPD.

Positions of all 12 atoms, in Å:
1 N -0.819 -0.942 -0.003
2 N -0.499 1.448 -0.011
3 C 0.413 0.585 -0.024
4 C -1.955 -0.287 0.072
5 C -1.761 1.102 0.025
6 C 1.787 0.244 -0.012
7 H -2.909 -0.795 -0.160
8 H 2.362 1.144 -0.063
9 H -0.581 -1.756 -0.434
10 H 2.133 -0.605 -0.504
11 H -2.453 1.926 -0.016
12 H 1.870 -0.116 1.023

The value obtained for the orbital gap is 8.4 eV. For the highest occupied orbital energy, the calculation gives -0.273 Eh.

D:
A single C4H6N2 molecule, computed with wB97M-V/def2-TZVPD.

Positions of all 12 atoms, in Å:
1 N 0.698 0.009 0.210
2 N -2.569 1.286 0.329
3 C 0.818 0.778 -1.014
4 C 0.176 -0.562 -1.019
5 C -0.226 0.470 1.229
6 C -1.543 0.943 0.740
7 H 0.250 1.286 1.782
8 H -0.904 -0.589 -1.162
9 H -0.406 -0.346 1.937
10 H 0.165 1.642 -1.151
11 H 1.835 0.909 -1.379
12 H 0.715 -1.431 -1.389

The value obtained for the orbital gap is 11.0 eV. For the highest occupied orbital energy, the calculation gives -0.367 Eh. As for the SMILES: N#CCN1CC1.

How do the energies compare? Relative to the most stable structure, in kJ/mol: A 415.1; B 263.4; C 116.8; D 0.0.